No. 1
The molecule C3H4N2O2S2 at a distorted geometry, computed with ωB97M-V/def2-TZVPD.

Last column: Löwdin charge in e.
CARTESIAN COORDINATES (ANGSTROEM)
C -3.5013 -0.9986 0.1217  -0.655
C -2.2648 1.0759 -0.3674  -0.745
C 0.4357 -1.3954 -0.2407  -0.393
N -2.3666 -1.1514 -0.4179  0.034
N -1.7035 -0.0445 -0.7088  -0.459
O -4.3473 -1.7417 0.5040  0.046
O -1.4973 2.3025 -0.6574  -0.015
S -3.7426 1.0287 0.2969  1.047
S -0.1167 -0.1464 -1.3783  0.962
H 0.0245 -2.2587 -0.5811  -0.024
H 0.1679 -1.1228 0.7955  0.054
H 1.6473 -1.3775 -0.2078  0.109
H -2.1045 2.9800 -0.5148  0.039

Cartesian forces (eV/Å) of the 2 atoms listed first:
C -1.898 -0.569 0.904
C 3.361 4.082 -1.561

The calculation puts the molar mass at 164.21 g mol⁻¹. The charge is 0. For the gap between HOMO and LUMO, the calculation gives 8.90 eV. Its relative energy (zero: lowest compared OMol25 entry of this formula, charge and spin) is 56.3 kcal/mol.


No. 2
A cluster of 5 separate species, CH12O4S2 in total at a distorted geometry, computed with ωB97M-V/def2-TZVPD.

Last column: Löwdin charge in e.
CARTESIAN COORDINATES (ANGSTROEM)
C -1.4716 -1.2669 -1.4938  -0.461
S -1.4811 -0.4691 0.1375  0.388
S -2.7440 1.1172 -0.2705  0.330
H -1.7453 -2.3084 -1.3983  0.027
H -2.1491 -0.7815 -2.1850  0.019
H -0.4776 -1.1921 -1.9311  0.019
H -2.0846 2.0153 0.4721  -0.194
O 2.3368 -1.4805 1.4263  -0.087
H 2.3265 -2.4473 1.5542  0.048
H 2.4596 -1.3669 0.4559  -0.004
O 2.6822 -1.3350 -1.4310  -0.075
H 2.2566 -0.4583 -1.4856  0.016
H 3.5166 -1.2203 -1.9239  0.068
O 1.3016 1.2125 -0.7186  -0.085
H 0.5094 0.6485 -0.7865  -0.037
H 1.3833 1.2511 0.2480  0.001
O 1.6278 1.7563 2.2058  -0.036
H 1.9194 0.8230 2.2710  0.044
H 2.3311 2.2879 2.4940  0.018

Cartesian forces (eV/Å) of the 2 atoms listed first:
C 0.467 0.175 -0.238
S -0.120 -0.304 0.031

As for the SMILES: CSS.O.O.O.O. The calculation puts the molar mass at 152.24 g mol⁻¹. The charge is 0. For the gap between HOMO and LUMO, the calculation gives 9.00 eV. Its relative energy (zero: lowest compared OMol25 entry of this formula, charge and spin) is 9.2 kcal/mol.


No. 3
The ion C5H12N2 with charge +1 at a distorted geometry, computed with ωB97M-V/def2-TZVPD.

Last column: Löwdin charge in e.
CARTESIAN COORDINATES (ANGSTROEM)
C -0.7895 -0.1281 -1.4509  -0.152
C -0.3087 0.4906 -0.0268  -0.110
C 0.8587 -0.3629 0.3855  -0.258
C 1.3789 -1.5814 0.0902  0.091
C 0.6934 0.0617 2.8766  -0.097
N 1.3499 0.1033 1.7807  -0.102
N -1.6271 0.8800 -2.1741  0.159
H -1.4516 -1.0124 -1.3370  0.141
H 0.1220 -0.4582 -1.9673  0.126
H -0.0675 1.5493 -0.3157  0.130
H -1.2142 0.4458 0.6694  0.141
H 0.9106 -2.4462 -0.3633  0.073
H 2.4104 -1.7585 0.3855  0.080
H -0.3214 -0.1894 2.9029  0.034
H 1.2357 0.4624 3.6994  0.057
H 2.3345 0.3495 1.8104  0.137
H -1.0900 1.7420 -2.2045  0.153
H -2.4877 1.1497 -1.6060  0.205
H -1.9363 0.7027 -3.1551  0.191

Cartesian forces (eV/Å) of the 2 atoms listed first:
C -0.312 -1.042 1.857
C -2.274 -1.504 -2.548

The calculation puts the molar mass at 100.16 g mol⁻¹. The charge is +1. The multiplicity is 2. As for the expectation value of S²: 0.76. For the gap between HOMO and LUMO (alpha / beta), the calculation gives 4.22 / 8.74 eV. Its relative energy (zero: lowest compared OMol25 entry of this formula, charge and spin) is 90.1 kcal/mol.


No. 4
The ion C6H8Br2NO with charge +1 at a distorted geometry, computed with ωB97M-V/def2-TZVPD.

Last column: Löwdin charge in e.
CARTESIAN COORDINATES (ANGSTROEM)
C 0.1973 0.6979 2.0051  -0.062
C -1.0631 0.1456 1.7971  -0.214
C 1.2643 0.4880 1.1318  -0.118
C -1.5236 -0.2282 0.6332  -0.521
C 1.1306 -0.2815 -0.1030  -0.532
C -0.1134 0.1704 -0.8342  -0.454
N -0.6114 -0.7076 -1.9118  0.205
O -0.1489 1.4672 -1.2523  0.046
Br -3.1760 -1.0107 0.0709  0.817
Br 0.9456 -2.3322 0.2079  0.722
H 0.4333 1.1025 3.0001  0.134
H -1.7889 -0.0250 2.7258  0.175
H 2.1755 1.0275 1.1446  0.105
H 2.1020 -0.2085 -0.7523  0.151
H -1.6328 -0.9733 -1.7524  0.083
H -0.0927 -1.5245 -1.9467  0.058
H -0.6625 -0.3445 -2.8710  0.191
H 0.6176 2.0743 -0.8503  0.213

Cartesian forces (eV/Å) of the 2 atoms listed first:
C 4.536 -0.059 -0.427
C -4.171 -1.378 2.905

The calculation puts the molar mass at 269.94 g mol⁻¹. The charge is +1. For the gap between HOMO and LUMO, the calculation gives 8.33 eV. Its relative energy (zero: lowest compared OMol25 entry of this formula, charge and spin) is 0.5 kcal/mol.